C49H42NP2SSiV | ωB97M-V/def2-TZVPD

The geometry in XYZ format:
```
97
Properties=species:S:1:pos:R:3:forces:R:3
V -18.3409 -1.2095 -9.8798 -0.4 -0.1 0.2
C -14.8668 0.6807 -9.6110 -1.7 0.5 -0.9
Si -15.9604 -0.8126 -9.4605 0.5 0.2 0.0
C -15.0247 -2.0929 -10.5037 0.2 -2.2 -0.9
C -13.8109 -2.7895 -10.2308 0.1 1.6 1.9
C -13.2840 -3.6745 -11.1135 0.5 -0.7 -0.5
C -13.8457 -3.9433 -12.3416 0.8 -0.1 -0.3
C -15.0598 -3.4254 -12.6272 -0.6 0.7 1.6
C -15.6624 -2.5971 -11.6704 -0.4 1.2 0.1
P -17.3447 -1.9381 -11.9888 0.3 -1.0 0.3
C -18.1924 -3.2651 -12.9779 0.0 1.2 -1.9
C -18.6162 -3.0021 -14.3209 2.0 1.8 1.4
C -19.2538 -3.9619 -15.0222 -0.5 -0.5 -2.0
C -19.5486 -5.1707 -14.4056 -0.6 -0.1 0.2
C -19.2157 -5.4375 -13.0856 0.3 -0.3 -0.3
C -18.4461 -4.5062 -12.4224 0.0 1.4 0.6
C -17.1175 -0.4833 -13.0368 1.4 0.9 -0.7
C -18.2621 0.0736 -13.5669 -0.9 -0.9 -0.4
C -18.1837 1.2153 -14.3552 1.0 0.9 0.3
C -16.9318 1.8516 -14.5182 -0.1 -1.5 0.6
C -15.7266 1.3117 -14.0061 -2.6 -0.5 0.0
C -15.8458 0.1422 -13.2845 -0.5 -1.7 1.8
C -15.6710 -1.3809 -7.7149 -0.1 -0.7 1.5
C -14.7894 -0.7331 -6.8057 -1.3 0.0 -0.2
C -14.5531 -1.2147 -5.5263 -0.3 -1.2 -0.5
C -15.0816 -2.4999 -5.2619 1.0 0.5 0.4
C -15.8750 -3.2006 -6.1631 0.0 0.2 1.9
C -16.3290 -2.5772 -7.3042 1.0 0.9 -0.7
P -17.7063 -3.1170 -8.3292 -0.9 -0.4 -0.1
C -17.4001 -4.9275 -8.6300 -0.7 0.8 0.8
C -16.0671 -5.2307 -8.7153 -0.5 -0.9 -0.4
C -15.7238 -6.5176 -9.1403 1.1 1.3 0.1
C -16.6518 -7.4898 -9.3292 -0.5 -1.7 0.1
C -17.9880 -7.2305 -9.0365 -0.8 -0.4 0.6
C -18.3581 -5.9520 -8.7059 0.6 1.0 -0.3
C -19.1974 -3.0731 -7.2300 1.4 -0.9 0.6
C -20.3673 -3.5290 -7.8032 -0.9 0.6 0.5
C -21.4775 -3.7905 -7.0075 0.7 -0.6 0.2
C -21.3711 -3.6803 -5.6113 -2.7 -0.2 -0.5
C -20.2262 -3.2082 -5.0454 1.1 0.2 0.3
C -19.1172 -2.9529 -5.8324 0.3 1.0 -0.6
H -13.9524 0.6488 -9.0812 0.9 0.0 0.5
H -15.4826 1.5598 -9.3785 0.5 0.1 0.1
H -14.6828 0.7034 -10.6764 0.4 0.4 -0.4
H -13.2090 -2.6080 -9.2899 -1.0 0.0 -1.0
H -12.4211 -4.2640 -10.9248 0.9 0.0 0.7
H -13.2629 -4.5105 -13.0492 -0.2 -0.4 -0.1
H -15.5995 -3.7191 -13.4636 -0.8 -0.3 -1.6
H -18.2788 -2.0494 -14.8098 -0.6 -1.1 0.5
H -19.4746 -3.7653 -16.1183 0.1 -0.5 1.6
H -20.1046 -5.8834 -14.9627 -0.4 -0.7 -0.3
H -19.4959 -6.3599 -12.5772 0.1 0.1 -0.3
H -18.0697 -4.6015 -11.4266 0.0 -0.7 0.7
H -19.1737 -0.5648 -13.4428 0.4 1.2 -0.1
H -19.0566 1.6943 -14.7866 0.0 -0.2 0.0
H -16.8708 2.7529 -15.0589 -0.1 0.9 -0.7
H -14.8130 1.8029 -14.1880 1.0 0.4 0.0
H -15.0339 -0.3602 -12.7155 -0.1 0.6 -0.9
H -14.4873 0.2630 -7.0751 0.6 0.1 -0.1
H -13.9150 -0.6708 -4.8187 -0.4 -0.3 -0.2
H -14.8490 -2.9995 -4.3227 0.0 0.2 -0.1
H -16.1823 -4.1494 -5.7334 -0.5 -0.2 -0.8
H -15.3873 -4.4846 -8.3703 0.9 0.1 -0.5
H -14.6856 -6.6916 -9.3333 0.5 -0.4 0.1
H -16.3289 -8.5170 -9.5600 -0.2 0.6 -0.1
H -18.7843 -7.9876 -8.8954 0.9 0.2 -0.6
H -19.3647 -5.7299 -8.4577 -0.8 0.1 0.1
H -20.4887 -3.5929 -8.8689 0.2 -0.2 -0.5
H -22.3208 -4.2224 -7.5290 -0.4 0.2 0.4
H -22.2955 -3.8674 -4.9995 1.2 0.0 -0.6
H -20.1182 -3.0618 -3.9843 -0.2 0.0 0.2
H -18.2266 -2.5032 -5.3754 -0.3 -0.5 -0.2
N -19.5459 0.2816 -8.9678 1.7 -0.3 0.2
S -21.0418 0.4074 -9.3334 -2.9 -0.2 -0.2
C -21.9923 1.1210 -7.9617 2.0 0.8 -0.7
C -21.3013 1.7469 -6.9467 -0.2 0.3 1.2
C -22.0504 2.4245 -5.9834 0.1 1.0 1.1
C -23.4326 2.5949 -6.1124 -0.5 -1.0 0.0
C -24.0919 2.0056 -7.2031 1.1 0.2 0.7
C -23.3362 1.3082 -8.1111 -1.4 -1.3 -1.6
C -21.3570 1.6411 -10.5973 -0.1 -0.2 -0.3
C -21.5073 1.0751 -11.8706 0.5 -1.4 1.0
C -21.5877 1.8526 -12.9905 -0.3 1.2 -0.8
C -21.6612 3.2457 -12.7750 0.1 0.4 -1.8
C -21.5235 3.8034 -11.5377 -0.6 1.0 1.3
C -21.4143 3.0094 -10.4090 0.3 -1.7 -2.8
H -19.1266 1.1013 -8.5687 0.3 0.5 0.1
H -20.2264 1.7500 -6.7696 -0.2 -0.4 -0.4
H -21.5143 2.8561 -5.0934 -0.7 -0.4 -1.1
H -24.0848 2.9930 -5.3310 0.7 0.3 -0.1
H -25.1523 2.0011 -7.3128 -0.5 0.3 0.0
H -23.8426 0.8258 -8.9767 0.4 0.4 0.6
H -21.5413 -0.0279 -11.8634 0.1 0.6 -0.6
H -21.6032 1.4556 -14.0235 -0.2 0.1 0.9
H -21.8328 3.9845 -13.5893 0.3 -1.0 0.3
H -21.6006 4.8940 -11.3760 0.1 -0.7 -0.4
H -21.4090 3.4071 -9.4878 0.2 1.4 3.2
```
Forces are in eV/Å.

The value obtained for the LUMO energy (spin up / spin down) is -2.188 / -2.337 eV. Its expectation value of S² is 3.78. The spin multiplicity is 4. Its total energy is -4261.266069 Ha. Its total charge is +1. As for the frontier orbital gap (spin up / spin down): 7.8 / 7.2 eV.



C4H4N2O | ωB97M-V/def2-TZVPD

The geometry in XYZ format:
```
11
Properties=species:S:1:pos:R:3:forces:R:3
N -1.2708 -0.9327 1.8199 0.3 0.8 -0.5
C -0.8146 0.0094 1.2063 -0.4 -0.6 0.3
C -0.5378 1.1100 0.4882 0.0 -0.1 0.1
C 0.1062 1.0366 -0.7984 0.1 -0.2 0.2
C 0.6617 -0.1047 -1.2946 0.1 0.0 0.2
N 0.7204 -1.1428 -0.3614 0.3 -0.2 -0.2
O 1.1687 -2.2235 -0.6993 -0.1 0.4 -0.2
H -0.6561 -1.5917 2.2925 0.0 0.2 0.0
H -0.7368 2.0692 0.9533 0.1 -0.1 -0.1
H 0.1947 1.9717 -1.3522 -0.1 -0.3 0.0
H 1.1643 -0.2015 -2.2543 -0.1 0.0 0.1
```
Forces are in eV/Å.

The value obtained for the LUMO energy (spin up / spin down) is -0.605 / -0.605 eV. Its total energy is -339.425926 Ha. Its SMILES is N=C=C/C=C\N=O. The energy relative to the best compared isomer or geometry (same formula, charge and spin) comes out at 4.238 eV. As for the frontier orbital gap (spin up / spin down): 8.0 / 8.0 eV.



H16O8 | ωB97M-V/def2-TZVPD

The geometry in XYZ format:
```
24
Properties=species:S:1:pos:R:3:forces:R:3
O -15.8219 -9.3708 0.0332 -0.5 0.5 0.0
H -15.9435 -10.1296 -0.5375 0.1 -0.3 -0.2
H -14.9656 -9.5097 0.4379 0.5 -0.2 0.3
O -9.4779 -11.0627 -0.8557 0.5 -0.1 -0.3
H -10.1164 -11.2670 -0.1724 -0.3 -0.1 0.3
H -9.8936 -10.3740 -1.3744 -0.2 0.3 -0.1
O -10.2170 -10.5168 3.9612 -0.4 0.2 0.1
H -9.5087 -10.6445 4.5922 0.2 -0.1 0.4
H -9.8138 -10.6874 3.1100 0.2 -0.1 -0.6
O -12.5312 -12.8366 4.0794 -0.2 -0.5 0.1
H -11.7534 -12.2900 3.9672 0.4 0.3 -0.1
H -13.2396 -12.2147 4.2457 -0.2 0.2 0.0
O -11.7852 -10.2555 1.4220 0.5 -0.9 0.1
H -11.7869 -10.1934 2.3771 -0.1 0.1 0.5
H -12.2693 -9.4830 1.1304 -0.3 0.7 -0.7
O -12.8060 -8.1003 -0.2577 0.1 -0.2 0.9
H -12.2778 -7.8819 -1.0255 0.5 0.1 -0.6
H -13.7074 -8.1038 -0.5797 -0.6 0.0 -0.2
O -10.4708 -7.6421 4.8182 -0.1 0.4 0.4
H -9.6503 -7.1598 4.7155 0.2 0.2 -0.1
H -10.3425 -8.4444 4.3121 -0.1 -0.6 -0.3
O -10.6908 -13.0503 1.3411 0.5 -0.2 0.0
H -11.2857 -13.8002 1.3367 -0.2 -0.2 0.1
H -11.2677 -12.2864 1.3414 -0.5 0.5 0.0
```
Forces are in eV/Å.

The value obtained for the LUMO energy (spin up / spin down) is 2.930 / 2.880 eV. Its expectation value of S² is 0.75. The spin multiplicity is 2. Its total energy is -611.495167 Ha. The energy relative to the best compared isomer or geometry (same formula, charge and spin) comes out at 0.297 eV. Its total charge is -1. As for the frontier orbital gap (spin up / spin down): 2.5 / 10.8 eV.



C26H15BrClF5N4O8P2Y | ωB97M-V/def2-TZVPD

The geometry in XYZ format:
```
63
Properties=species:S:1:pos:R:3:forces:R:3
Y -0.2407 -0.1002 0.3618 -0.1 -0.1 -0.3
O 2.1795 -1.3786 2.0974 0.2 0.4 0.3
P 1.2541 -0.3091 2.8862 0.6 -0.3 1.0
O 1.6120 -0.1513 4.2944 -0.1 0.2 0.0
O -0.1520 -0.6847 2.4576 0.2 -0.2 0.5
O 1.5509 1.0996 2.0331 -0.1 -0.9 -0.5
P 2.5258 1.0164 0.6991 0.8 0.7 0.0
O 2.3973 2.5471 0.2053 0.4 -0.2 0.2
O 3.9099 0.6812 1.0806 0.0 -0.1 0.2
O 1.7853 0.1645 -0.3036 1.1 0.6 -0.2
H 3.1069 -1.0610 2.0707 -0.2 -0.2 -0.1
H 3.1379 3.0373 0.5941 -0.2 0.0 -0.1
Br 5.5893 3.3657 -7.5980 -0.1 0.0 0.1
C 4.2593 4.1222 -6.4635 0.0 0.0 -0.2
C 4.3109 3.8838 -5.1000 0.0 0.0 0.1
C 3.3508 4.4438 -4.2776 0.1 0.3 0.0
C 2.3453 5.2628 -4.8086 0.7 -0.6 -0.5
C 2.3169 5.4853 -6.1882 -0.2 0.0 0.4
C 3.2629 4.9076 -7.0163 0.1 -0.1 -0.1
N 1.5058 6.0102 -3.9779 -0.5 0.9 0.3
N 0.7873 5.5700 -3.0589 0.1 0.2 -0.1
C 0.5442 4.2277 -2.8170 0.0 -0.7 -0.1
C 0.7270 3.1770 -3.7188 -0.3 0.3 0.1
C 0.3815 1.8772 -3.4183 -0.1 -0.3 0.1
C -0.1354 1.5118 -2.1615 -0.1 0.3 -0.3
O -0.4725 0.3190 -1.8585 -0.1 0.0 -0.1
C -0.2958 2.5876 -1.1920 0.1 0.1 -0.3
N -0.6824 2.2272 0.0606 0.0 0.6 -0.1
C -0.8549 3.1664 0.9666 0.0 -0.1 0.1
C -0.6813 4.5273 0.6896 0.0 0.1 -0.1
C -0.2449 4.9060 -0.5508 -0.1 -0.1 0.1
C -0.0133 3.9232 -1.5341 0.1 -0.1 -0.1
H 5.0865 3.2561 -4.6832 0.0 0.0 0.0
H 3.3715 4.2498 -3.2125 0.0 0.0 0.0
H 1.5342 6.1089 -6.6011 0.0 0.1 0.0
H 3.2315 5.0730 -8.0845 0.0 0.0 0.0
H 1.1196 3.3932 -4.7024 -0.2 -0.2 0.1
H 0.5199 1.0908 -4.1490 0.0 0.0 0.0
H -1.1332 2.8407 1.9601 0.0 0.0 0.0
H -0.8691 5.2529 1.4690 0.0 0.0 0.0
H -0.0593 5.9396 -0.8065 0.0 0.0 0.1
Cl 0.3400 -4.6141 -3.4686 0.0 0.0 -0.1
C 0.1057 -4.1761 -1.8163 0.0 0.0 0.2
C -0.1769 -5.1428 -0.8658 0.0 0.1 0.0
C -0.3487 -4.7346 0.4465 0.0 0.0 -0.1
C -0.2665 -3.3866 0.7475 0.0 0.0 0.1
N -0.0061 -2.4629 -0.1789 0.0 -0.4 -0.1
C 0.1981 -2.8476 -1.4365 -0.1 0.0 -0.2
H -0.2612 -6.1836 -1.1467 0.0 0.0 0.0
H -0.5562 -5.4508 1.2286 0.0 0.0 0.0
H -0.4035 -3.0220 1.7579 0.0 0.0 0.0
H 0.4078 -2.0687 -2.1605 0.0 0.0 0.0
F -2.7327 -1.6892 -1.4369 -0.2 -0.1 -0.2
C -3.3277 -0.9456 -0.4693 0.4 0.2 0.3
C -2.5198 -0.3380 0.4738 -2.6 -0.2 0.0
C -3.2192 0.3765 1.4296 0.3 -0.3 -0.3
F -2.5062 1.0230 2.3907 -0.2 0.1 0.1
C -4.5954 0.5044 1.4723 0.1 0.0 0.0
F -5.2110 1.2128 2.4326 -0.1 0.0 0.0
C -5.3441 -0.1139 0.4862 0.1 0.0 0.0
F -6.6777 -0.0036 0.4861 -0.1 0.0 0.0
C -4.7067 -0.8482 -0.4985 0.0 -0.1 -0.1
F -5.4401 -1.4477 -1.4525 0.0 0.0 0.0
```
Forces are in eV/Å.

The value obtained for the LUMO energy is 1.694 eV. Its total energy is -6075.833942 Ha. The energy relative to the best compared isomer or geometry (same formula, charge and spin) comes out at 1.117 eV. Its total charge is -1. As for the frontier orbital gap: 7.0 eV.